1.
{
  "formula": "C16H38AgClN4O6",
  "method": "ωB97M-V with the def2-TZVPD basis set",
  "charge": 1,
  "homo_ev": [-10.727, -10.727],
  "e_tot_ev": -51968.2540,
  "orbital_gap_ev": [8.6, 4.0],
  "spin_multiplicity": 2,
  "s2": 0.7526,
  "e_above_lowest_kcal_mol": 0.0,
  "symbols": ["Ag", "Cl", "C", "O", "C", "C", "O", "C", "H", "H", "H", "H", "H", "H", "H", "H", "H", "H", "C", "C", "O", "N", "C", "H", "H", "H", "H", "H", "H", "H", "C", "C", "O", "N", "C", "H", "H", "H", "H", "H", "H", "H", "C", "C", "O", "N", "C", "H", "H", "H", "H", "H", "H", "H", "C", "C", "O", "N", "C", "H", "H", "H", "H", "H", "H", "H"],
  "coordinates": [[0.945, -0.338, -0.228], [3.276, -2.074, -0.405], [-1.244, -3.611, 0.103], [-1.187, -4.428, -1.077], [-1.816, -5.736, -1.120], [-3.382, -5.640, -1.388], [-3.712, -5.116, -2.645], [-3.334, -3.783, -2.968], [-0.635, -2.747, -0.165], [-0.765, -3.939, 1.026], [-2.265, -3.279, 0.292], [-1.677, -6.315, -0.208], [-1.425, -6.327, -1.948], [-3.941, -5.029, -0.679], [-3.698, -6.664, -1.190], [-2.289, -3.737, -3.273], [-3.389, -3.087, -2.131], [-3.894, -3.361, -3.803], [-1.929, 2.489, 0.224], [-1.664, 1.105, 0.745], [-1.533, 0.136, 0.006], [-1.610, 0.931, 2.063], [-1.417, -0.345, 2.736], [-1.136, 2.847, -0.433], [-1.873, 3.195, 1.052], [-2.834, 2.634, -0.365], [-1.594, 1.729, 2.682], [-1.029, -0.167, 3.739], [-0.713, -1.015, 2.242], [-2.377, -0.853, 2.826], [1.557, 1.514, 3.876], [2.274, 0.377, 3.161], [1.755, -0.206, 2.211], [3.525, 0.130, 3.544], [4.302, -0.868, 2.920], [0.585, 1.683, 3.411], [2.113, 2.451, 3.840], [1.368, 1.218, 4.908], [3.934, 0.815, 4.163], [5.105, -0.501, 2.280], [3.730, -1.662, 2.439], [4.705, -1.458, 3.743], [-1.941, -0.017, -3.258], [-0.585, 0.626, -3.095], [0.396, -0.094, -2.749], [-0.550, 1.930, -3.346], [0.646, 2.772, -3.259], [-2.633, 0.334, -2.492], [-1.912, -1.107, -3.257], [-2.424, 0.195, -4.212], [-1.441, 2.272, -3.676], [0.558, 3.605, -2.561], [0.840, 3.117, -4.275], [1.551, 2.201, -3.053], [3.820, 2.504, 0.145], [2.298, 2.824, 0.205], [1.415, 1.975, -0.022], [2.042, 4.132, 0.364], [0.710, 4.775, 0.438], [4.065, 2.066, -0.823], [4.114, 1.776, 0.901], [4.384, 3.435, 0.202], [2.832, 4.756, 0.292], [0.060, 4.461, 1.255], [0.157, 4.643, -0.491], [0.787, 5.855, 0.563]],
  "mulliken_charge": [1.13, -0.03, -0.53, -0.32, -0.57, -0.46, -0.43, -0.66, -0.02, 0.38, 0.31, 0.40, 0.32, 0.34, 0.33, 0.30, 0.23, 0.36, -0.89, 0.68, -0.51, -0.16, -0.91, -0.14, 0.37, 0.37, 0.30, 0.37, 0.16, 0.36, -1.06, 0.64, -0.57, -0.13, -0.83, -0.11, 0.42, 0.43, 0.23, 0.30, 0.21, 0.36, -1.20, 0.93, -0.85, -0.13, -0.76, 0.29, 0.11, 0.51, 0.22, 0.15, 0.43, 0.24, -1.07, 0.53, -0.28, -0.15, -0.81, 0.28, 0.09, 0.42, 0.26, 0.20, 0.21, 0.42]
}

***

2.
{
  "formula": "C3H8N2O",
  "method": "ωB97M-V with the def2-TZVPD basis set",
  "homo_ev": -7.857,
  "e_tot_ev": -8265.0167,
  "orbital_gap_ev": 8.3,
  "e_above_lowest_kcal_mol": 99.4,
  "symbols": ["C", "N", "C", "O", "N", "C", "H", "H", "H", "H", "H", "H", "H", "H"],
  "coordinates": [[2.192, 1.124, -1.154], [0.881, 1.076, -0.032], [-0.264, 0.269, -0.277], [-0.771, 0.210, -1.375], [-0.725, -0.388, 0.824], [-1.823, -1.327, 0.688], [2.942, 0.521, -0.626], [1.081, 1.973, -0.607], [1.749, 0.510, -1.948], [1.199, 1.182, 0.924], [-0.125, -0.478, 1.630], [-1.494, -2.287, 0.273], [-2.279, -1.490, 1.667], [-2.564, -0.897, 0.013]],
  "mulliken_charge": [-0.80, -0.35, 0.62, -0.57, -0.22, -0.76, 0.17, 0.42, 0.18, 0.24, 0.22, 0.28, 0.30, 0.29]
}

***

3.
{
  "formula": "C21H19ClN4O4",
  "method": "ωB97M-V with the def2-TZVPD basis set",
  "homo_ev": -8.266,
  "e_tot_ev": -48758.8461,
  "smiles": "COc1cc2nccc(Oc3ccc(NC(=O)NC4CC4)c(Cl)c3)c2cc1C(N)=O",
  "orbital_gap_ev": 8.7,
  "e_above_lowest_kcal_mol": 0.6,
  "symbols": ["C", "H", "O", "C", "C", "C", "N", "C", "C", "C", "C", "C", "C", "C", "O", "N", "H", "H", "H", "O", "C", "C", "C", "C", "C", "C", "H", "Cl", "N", "C", "O", "N", "C", "C", "C", "H", "H", "H", "H", "H", "H", "H", "H", "H", "H", "H", "H", "H", "H"],
  "coordinates": [[6.539, -1.948, 4.336], [6.953, -2.135, 5.326], [5.170, -1.689, 4.540], [4.413, -1.324, 3.476], [4.838, -1.291, 2.171], [3.953, -0.930, 1.136], [4.430, -0.907, -0.125], [3.619, -0.549, -1.081], [2.273, -0.207, -0.902], [1.746, -0.259, 0.371], [2.605, -0.609, 1.447], [2.191, -0.642, 2.792], [3.068, -0.981, 3.785], [2.650, -0.935, 5.229], [2.842, 0.020, 5.943], [1.996, -2.047, 5.641], [1.917, -2.861, 5.059], [1.715, -2.112, 6.606], [1.172, -0.379, 3.029], [0.463, 0.054, 0.698], [-0.516, 0.138, -0.264], [-0.676, -0.798, -1.279], [-1.712, -0.673, -2.183], [-2.622, 0.380, -2.099], [-2.463, 1.293, -1.050], [-1.428, 1.181, -0.144], [-1.314, 1.896, 0.656], [-3.578, 2.615, -0.888], [-3.673, 0.543, -2.985], [-3.819, -0.038, -4.225], [-3.068, -0.860, -4.705], [-4.913, 0.413, -4.909], [-5.950, 1.248, -4.399], [-6.583, 2.246, -5.319], [-5.686, 2.721, -4.219], [-6.122, 3.222, -3.369], [-4.712, 3.092, -4.498], [-7.645, 2.412, -5.233], [-6.210, 2.307, -6.330], [-6.600, 0.764, -3.671], [-5.053, -0.036, -5.801], [-4.307, 1.299, -2.755], [-1.830, -1.387, -2.981], [0.004, -1.633, -1.360], [1.677, 0.094, -1.748], [4.042, -0.528, -2.077], [5.849, -1.529, 1.886], [7.046, -1.087, 3.891], [6.692, -2.828, 3.704]],
  "mulliken_charge": [-0.92, 0.26, -0.45, 1.22, -0.34, -0.85, -0.70, -0.51, -0.70, 1.06, 0.24, -0.25, 0.15, -0.10, -0.62, -0.38, 0.23, 0.23, 0.53, -0.43, 0.20, -0.66, -0.60, 0.38, 0.71, -0.91, 0.48, -0.26, -0.08, 0.34, -0.70, -0.13, -0.07, -0.73, -0.50, 0.30, 0.26, 0.24, 0.28, 0.28, 0.27, 0.05, 0.46, 0.56, 0.56, 0.41, 0.49, 0.37, 0.34]
}

***

4.
{
  "formula": "C8H17N2O2",
  "method": "ωB97M-V with the def2-TZVPD basis set",
  "charge": 1,
  "homo_ev": -14.333,
  "e_tot_ev": -15637.3673,
  "smiles": "C/C(=[N+](\\O)C(=O)CN)C(C)(C)C",
  "orbital_gap_ev": 9.8,
  "e_above_lowest_kcal_mol": 69.3,
  "symbols": ["C", "C", "C", "C", "C", "C", "C", "C", "N", "N", "O", "O", "H", "H", "H", "H", "H", "H", "H", "H", "H", "H", "H", "H", "H", "H", "H", "H", "H"],
  "coordinates": [[-0.652, 0.727, -1.624], [-1.247, 2.016, -2.178], [0.640, 0.142, 0.424], [1.832, 0.456, 1.226], [0.433, -1.818, 2.164], [0.867, -2.209, -0.282], [-1.453, -1.339, 0.613], [0.098, -1.264, 0.717], [0.290, 0.943, -0.549], [-1.113, 3.189, -1.340], [-0.852, -0.396, -2.002], [1.028, 2.046, -0.832], [-0.721, 2.155, -3.167], [-2.212, 1.761, -2.457], [1.634, 0.404, 2.313], [2.416, 1.320, 1.087], [2.593, -0.457, 1.179], [1.526, -1.844, 2.365], [0.168, -2.890, 2.243], [-0.063, -1.408, 2.994], [0.868, -1.807, -1.235], [1.850, -2.260, 0.153], [0.333, -3.140, -0.196], [-1.745, -2.135, -0.012], [-2.044, -0.523, 0.135], [-1.957, -1.461, 1.561], [-1.516, 3.955, -1.845], [-1.363, 3.119, -0.256], [0.363, 2.719, -1.200]],
  "mulliken_charge": [0.21, -0.79, 0.57, -1.50, -1.89, -1.52, -1.51, 1.46, 0.62, -0.56, -0.43, -0.51, 0.31, 0.52, 0.40, 0.44, 0.32, 0.41, 0.43, 0.51, 0.41, 0.41, 0.48, 0.40, 0.28, 0.44, 0.23, 0.26, 0.60]
}

***

5.
{
  "formula": "C23H50KN3O4SSi3Te",
  "method": "ωB97M-V with the def2-TZVPD basis set",
  "charge": -2,
  "homo_ev": -1.771,
  "e_tot_ev": -95416.4230,
  "orbital_gap_ev": 5.8,
  "e_above_lowest_kcal_mol": 0.0,
  "symbols": ["K", "C", "C", "N", "C", "C", "N", "C", "C", "N", "H", "H", "H", "H", "H", "H", "H", "H", "H", "H", "H", "H", "H", "H", "H", "C", "O", "Si", "C", "C", "C", "Si", "C", "C", "C", "Si", "C", "C", "C", "H", "H", "H", "H", "H", "H", "H", "H", "H", "H", "H", "H", "H", "H", "H", "H", "H", "H", "H", "H", "H", "H", "H", "H", "H", "H", "H", "Te", "C", "C", "C", "C", "C", "C", "H", "H", "H", "H", "H", "C", "S", "O", "O", "O", "H", "H", "H"],
  "coordinates": [[-0.413, -2.003, 0.675], [-2.952, -0.140, -1.152], [-1.536, 0.082, -1.715], [-0.586, 0.533, -0.722], [-0.913, 1.731, 0.020], [-0.627, 1.600, 1.526], [-1.114, 0.371, 2.109], [-2.514, 0.263, 2.458], [-3.464, 0.156, 1.252], [-2.997, -0.713, 0.185], [-3.478, -0.793, -1.854], [-3.498, 0.813, -1.156], [-1.636, 0.757, -2.587], [-1.161, -0.872, -2.095], [0.358, 0.539, -1.107], [-1.970, 1.963, -0.124], [-0.370, 2.615, -0.348], [-1.029, 2.501, 2.028], [0.457, 1.610, 1.667], [-0.555, 0.076, 2.902], [-2.865, 1.105, 3.083], [-2.611, -0.638, 3.067], [-3.624, 1.157, 0.844], [-4.439, -0.169, 1.639], [-3.429, -1.626, 0.164], [2.671, -0.537, 1.963], [2.224, -0.385, 0.635], [3.087, 0.579, -0.461], [4.920, 0.180, -0.151], [2.919, 2.348, 0.202], [2.495, 0.341, -2.127], [2.427, 1.746, -3.246], [4.084, 2.655, -3.511], [1.889, 1.299, -5.011], [1.213, 3.130, -2.777], [2.738, -1.318, -2.822], [4.343, -1.481, -3.846], [2.877, -2.673, -1.513], [1.375, -1.945, -3.971], [3.539, -1.204, 2.020], [1.868, -0.967, 2.568], [2.949, 0.420, 2.422], [5.220, 0.337, 0.890], [5.531, 0.834, -0.780], [5.158, -0.852, -0.420], [3.284, 2.404, 1.232], [1.883, 2.691, 0.196], [3.509, 3.050, -0.394], [4.821, 1.959, -3.923], [4.485, 3.037, -2.568], [3.984, 3.499, -4.202], [2.555, 0.574, -5.484], [1.889, 2.208, -5.622], [0.878, 0.884, -5.020], [1.466, 3.606, -1.828], [0.203, 2.717, -2.688], [1.195, 3.908, -3.547], [5.210, -1.285, -3.209], [4.363, -0.756, -4.665], [4.452, -2.482, -4.276], [3.648, -2.478, -0.765], [3.102, -3.630, -1.994], [1.925, -2.787, -0.992], [1.351, -1.414, -4.924], [0.400, -1.853, -3.488], [1.529, -3.009, -4.177], [-0.120, -2.422, 4.442], [-2.173, -2.779, 4.799], [-3.007, -3.326, 3.816], [-4.361, -3.533, 4.043], [-4.930, -3.205, 5.267], [-4.117, -2.669, 6.259], [-2.765, -2.462, 6.027], [-2.589, -3.595, 2.853], [-4.973, -3.953, 3.253], [-5.987, -3.362, 5.444], [-4.543, -2.406, 7.222], [-2.146, -2.037, 6.809], [-2.455, -3.409, -3.429], [-2.142, -4.004, -1.777], [-2.264, -5.448, -1.861], [-3.161, -3.366, -0.941], [-0.789, -3.528, -1.473], [-3.455, -3.722, -3.723], [-1.704, -3.837, -4.090], [-2.376, -2.323, -3.434]],
  "mulliken_charge": [0.49, -1.70, 0.71, 1.21, -0.76, -1.21, 0.49, -0.16, -1.01, 0.26, 0.57, 0.38, 0.24, -0.78, -1.15, 0.46, 0.27, 0.15, 0.35, 0.16, 0.26, -0.24, 0.33, 0.43, 0.42, -0.60, 0.31, -0.33, -1.23, -1.21, 1.90, 0.05, -1.13, -1.21, -1.09, -0.15, -1.14, -0.89, -0.44, 0.24, -0.25, 0.28, 0.32, 0.27, 0.31, 0.32, 0.24, 0.35, 0.28, 0.29, 0.32, 0.29, 0.32, 0.28, 0.35, 0.15, 0.47, 0.28, 0.28, 0.31, 0.22, 0.41, 0.07, 0.39, -0.27, 0.35, -0.28, -0.41, -0.26, -0.56, -0.38, -0.44, -0.30, 0.44, 0.38, 0.35, 0.32, 0.32, -0.90, 0.99, -0.68, -0.72, -0.59, 0.31, 0.29, 0.22]
}

***

6.
{
  "formula": "C6H7N",
  "method": "ωB97M-V with the def2-TZVPD basis set",
  "homo_ev": -8.248,
  "e_tot_ev": -7820.3819,
  "smiles": "C#CC=C=N.C=C",
  "orbital_gap_ev": 9.0,
  "e_above_lowest_kcal_mol": 121.4,
  "symbols": ["C", "C", "C", "C", "C", "C", "N", "H", "H", "H", "H", "H", "H", "H"],
  "coordinates": [[-0.096, 1.323, 0.475], [-1.225, 0.590, 0.087], [-0.294, 2.519, 1.001], [1.395, -2.016, -0.122], [1.240, -2.225, -1.408], [-2.307, 0.110, -0.124], [-0.581, 3.646, 1.298], [0.873, 0.941, 0.308], [2.052, -1.189, 0.127], [0.997, -2.616, 0.596], [0.432, -2.688, -1.893], [1.902, -1.796, -2.204], [-3.146, -0.557, -0.167], [-1.241, 3.958, 2.025]],
  "mulliken_charge": [-0.71, -0.45, 0.40, -0.55, -0.43, 0.16, -0.42, 0.33, 0.23, 0.31, 0.26, 0.19, 0.40, 0.30]
}